Computed, not measured: 5 unconnected molecules or ions with the total composition C9H24Cl4O4S4 in a non-equilibrium geometry, with wB97M-V/def2-TZVPD.

## Properties
net charge = 0
total energy = -4091.6233 hartree
molar mass = 466.367 g mol⁻¹
relative energy (zero: lowest compared OMol25 entry of this formula, charge and spin) = 0.337 eV
HOMO = -8.70 eV

Last column: Löwdin charge in e.
Positions of all 45 atoms, in Å:
C1 20.4176 10.0931 -16.5856  -0.297
S1 19.8900 11.7952 -16.6522  0.805
O1 20.7149 12.5457 -15.6830  -0.557
C2 20.5512 12.2174 -18.2909  -0.247
H1 20.3159 9.8225 -15.5331  0.043
H2 21.4081 9.8694 -16.9678  0.059
H3 19.6495 9.5051 -17.0977  0.022
H4 21.2769 13.0057 -18.1159  0.051
H5 19.7338 12.4880 -18.9547  0.041
H6 21.0694 11.3714 -18.7458  0.043
C3 14.0573 6.2753 -11.8178  -0.265
S2 13.1972 6.2732 -13.3893  0.820
O2 14.0784 6.9884 -14.3388  -0.600
C4 13.3863 4.5137 -13.7020  -0.273
H7 15.0019 5.7457 -11.9452  0.054
H8 13.4476 5.7668 -11.0685  0.056
H9 14.2300 7.2959 -11.4873  0.055
H10 12.5013 4.1592 -14.2364  0.041
H11 13.4128 3.9187 -12.7874  0.058
H12 14.2746 4.3241 -14.3002  0.035
C5 21.1647 5.8289 -13.0173  -0.265
S3 20.0788 5.4913 -14.4040  0.725
O3 20.7737 4.5363 -15.2673  -0.541
C6 18.8870 4.5084 -13.4963  -0.269
H13 21.9985 6.3924 -13.4370  0.050
H14 21.5571 4.9196 -12.5677  0.059
H15 20.6176 6.4476 -12.3059  0.054
H16 18.1451 4.1686 -14.2173  0.022
H17 18.3409 5.1026 -12.7571  0.054
H18 19.3875 3.6755 -13.0075  0.059
C7 12.6755 5.2325 -16.6838  -0.297
S4 12.5800 6.3653 -18.0626  0.757
O4 11.3815 6.0031 -18.7806  -0.530
C8 12.1947 7.8319 -17.1097  -0.258
H19 11.7392 5.2995 -16.1309  0.060
H20 13.5519 5.4053 -16.0600  -0.042
H21 12.7407 4.2535 -17.1607  0.062
H22 13.0177 8.0210 -16.4165  0.033
H23 11.2226 7.7265 -16.6384  0.061
H24 12.2089 8.6502 -17.8310  0.048
C9 17.1032 6.9064 -16.7505  -2.037
Cl1 18.5697 6.2542 -17.4571  0.564
Cl2 17.5083 8.1012 -15.5218  0.546
Cl3 16.1284 7.6814 -17.9950  0.549
Cl4 16.1634 5.6067 -16.0267  0.590